Entry 1:
C8H17IN2S in the gas phase, computed with ωB97M-V with the def2-TZVPD basis set.

The geometry in XYZ format:
```
29
Properties=species:S:1:pos:R:3:forces:R:3:nbo_charge:R:1
I 3.3381 -0.0251 0.2405 -0.6 0.2 -0.5 -0.18
S -0.2059 1.8895 -0.4405 -0.7 0.6 -0.4 1.68
N 0.1672 -0.0529 -0.1178 0.8 1.4 1.0 -0.63
N 0.7325 2.3280 -1.5533 0.4 0.3 0.0 -1.13
C 0.0507 2.6146 1.2025 3.0 -0.7 -0.8 -0.82
C -0.7869 -1.6962 1.4769 -4.1 -0.3 -0.2 -0.43
C 0.1288 -0.6052 1.2147 -0.2 0.8 -0.3 -0.11
C 1.2775 -0.4042 -0.8467 0.2 -0.3 -2.5 0.00
C -0.0184 -2.2956 -1.7469 -1.9 -2.5 -1.3 -0.61
C -1.7930 2.3102 -0.7837 0.4 -1.1 1.8 -0.97
C 1.3426 -1.8936 -1.2589 0.3 1.4 -3.1 -0.47
C -1.0237 -0.2977 2.0929 -0.4 -0.8 1.5 -0.44
H -2.5478 1.7238 -0.2348 0.7 0.3 0.5 0.22
H -2.1230 2.2943 -1.7737 0.3 0.1 -1.9 0.23
H 1.4887 -2.5174 -0.4798 1.3 -1.7 2.8 0.21
H -1.9172 0.2190 1.8201 -0.2 0.4 -0.9 0.22
H 0.0085 3.6928 1.0374 0.7 -0.1 -0.4 0.26
H -0.7616 -2.4644 2.2268 1.0 -0.4 -0.1 0.23
H 1.7375 2.6227 -1.5144 -1.6 -0.7 0.8 0.43
H -0.7986 2.4911 1.8162 -0.7 -1.1 0.9 0.26
H 1.1070 2.1850 1.5328 -2.4 1.1 -0.2 0.26
H -1.5996 -1.8820 0.7345 1.1 0.0 0.4 0.22
H 1.2160 0.2078 -1.8266 0.9 -0.7 1.7 0.26
H -0.5176 -3.0777 -1.0370 0.8 1.5 -1.3 0.21
H 1.0276 -0.7832 1.7467 1.3 0.6 0.1 0.23
H -0.9471 -0.2370 3.1927 0.7 0.0 -0.7 0.22
H -0.0113 -2.7723 -2.7863 0.2 0.5 1.4 0.21
H 2.1083 -2.1244 -2.0946 -0.9 0.8 1.7 0.23
H -0.6790 -1.4501 -1.8399 -0.4 0.2 0.1 0.22
```
Forces are in eV/Å.

Its total charge is 0. The HOMO energy (spin up / spin down) is -8.386 / -8.387 eV. For the energy above the lowest of the compared OMol25 structures with the same formula, charge and spin, the calculation gives 4.718 eV. The gap between HOMO and LUMO (spin up / spin down) is 8.78 / 8.78 eV. As for the SMILES: C=[S@](C)(=N)N(C1CC1)[C@@H](I)CC.

=====

Entry 2:
A molecular structure, C26H20BBrN11OSSeW, computed with ωB97M-V with the def2-TZVPD basis set.

The geometry in XYZ format:
```
63
Properties=species:S:1:pos:R:3:forces:R:3:mulliken_spin:R:1
W 0.0108 -0.3784 -0.2335 0.1 0.1 -2.2 0.92
Br -2.2541 0.8150 0.6892 0.3 -0.3 -0.1 0.07
Se 0.8775 -2.5792 -0.5594 -0.3 0.9 0.5 0.12
S 0.3068 -1.7312 7.3054 0.0 0.0 0.0 0.00
O -4.5638 -2.2962 -4.1953 -0.2 -0.1 0.0 0.00
N 1.9751 0.1394 -1.5376 -0.3 -0.5 0.3 0.02
N -0.0171 2.1787 -2.6809 0.2 0.0 0.1 0.00
N -0.9874 -1.6138 1.4137 0.3 -0.1 0.6 0.01
N -1.3574 -1.2246 -1.8795 -0.7 0.0 1.2 -0.01
N 2.2627 1.2788 -2.2071 0.0 0.1 0.1 -0.01
N 1.1520 2.8218 -0.6322 0.1 -0.1 -0.2 0.00
N 1.2456 -0.2173 1.5327 0.7 -0.5 1.3 0.01
N -0.7727 -2.2344 6.2221 -0.1 -0.1 0.1 0.00
N 1.3445 -0.9874 6.3266 0.2 0.1 0.1 0.00
N -0.7941 1.2755 -2.0468 -0.1 0.0 0.1 0.01
N 0.5904 1.9140 0.1903 -0.2 -0.1 0.5 0.01
C -0.9978 -2.0875 3.7763 0.3 0.3 -0.4 0.00
C -0.4351 -1.4742 2.6403 -0.9 -0.4 0.0 0.01
C 2.7355 0.0404 3.9061 0.1 0.2 -0.3 0.00
C -0.7448 2.9179 -3.5257 -0.1 0.0 -0.2 0.00
C 1.4958 -0.5761 3.9110 -0.4 -0.1 -0.3 0.00
C -2.0317 1.4723 -2.5114 0.1 -0.1 0.0 0.00
C -0.3501 -1.8339 5.0395 0.4 0.2 0.1 0.00
C 0.4130 2.5306 1.3656 0.0 0.1 -0.1 0.00
C -1.1478 -1.5919 -3.1543 0.3 0.0 0.0 0.02
C 4.0522 0.0043 -2.3834 0.0 0.0 0.0 0.00
C -2.0524 2.4876 -3.4605 0.0 0.1 0.0 0.00
C -3.6925 -1.6669 -2.1171 -0.3 -0.1 0.0 0.08
C 0.8765 -1.1098 5.1002 -0.4 -0.2 0.1 0.00
C -3.4948 -1.9871 -3.4629 0.3 0.1 0.3 0.03
C 3.0667 -0.6331 -1.6429 0.2 0.0 -0.1 0.00
C -2.0162 -2.4479 1.2959 0.1 0.2 -0.4 0.02
C 3.4950 1.2201 -2.7194 0.1 0.0 -0.1 0.01
C -2.0966 -2.9189 3.6261 -0.2 -0.1 -0.1 -0.01
C 1.3226 3.9809 0.0075 0.0 0.1 0.2 0.00
C 2.4639 0.3471 1.5605 -0.3 0.1 -0.8 -0.02
C 0.7833 -0.7239 2.7070 0.7 0.5 -0.1 -0.03
C -2.5755 -1.3058 -1.4138 0.0 -0.1 -0.8 0.71
C -2.1852 -1.9670 -3.9674 -0.1 -0.1 -0.2 -0.02
C 0.8654 3.8402 1.3050 0.0 0.0 0.0 0.00
C -2.5928 -3.1201 2.3551 0.0 0.0 0.4 0.01
C 3.2289 0.4866 2.6927 0.1 -0.1 0.6 0.00
B 1.3666 2.5086 -2.1279 -0.3 -0.2 0.1 0.00
H 5.0302 -0.3678 -2.6329 0.0 0.0 0.0 0.00
H 1.8535 3.4333 -2.6948 0.1 0.1 -0.1 0.00
H 4.2015 0.9514 2.6250 0.0 0.0 -0.1 0.00
H 1.7562 4.8332 -0.4889 0.0 -0.1 -0.1 0.00
H 2.8280 0.7253 0.6170 0.0 0.0 0.0 0.01
H -0.0420 2.0277 2.2019 0.0 -0.1 0.0 0.01
H -3.4227 -3.7868 2.1730 0.0 0.0 0.0 0.00
H -4.6827 -1.6949 -1.6823 0.0 0.0 0.0 0.02
H -2.9067 2.8683 -3.9919 0.0 0.0 0.0 0.00
H 3.2842 0.1550 4.8311 0.0 0.0 0.0 0.00
H 3.1176 -1.6095 -1.1978 -0.1 0.0 0.0 0.00
H -2.5178 -3.4041 4.4963 0.0 0.0 0.0 0.00
H -1.9901 -2.2501 -4.9939 0.0 0.0 0.0 0.00
H -0.1196 -1.5769 -3.4920 0.0 0.0 0.0 0.01
H 0.8444 4.5787 2.0867 0.0 0.0 0.0 0.00
H 3.8964 2.0404 -3.2913 -0.1 0.0 0.0 0.00
H -2.8708 0.9087 -2.1505 0.0 0.0 0.0 0.00
H -2.4045 -2.5694 0.2986 0.0 -0.1 0.0 -0.02
H -4.3342 -2.5120 -5.1056 0.1 0.0 0.0 0.00
H -0.2919 3.6961 -4.1176 0.1 0.0 0.1 0.00
```
Forces are in eV/Å.

Its total charge is +1. The HOMO energy (spin up / spin down) is -10.484 / -10.544 eV. For the energy above the lowest of the compared OMol25 structures with the same formula, charge and spin, the calculation gives 2.716 eV. As for the multiplicity: 3. The gap between HOMO and LUMO (spin up / spin down) is 6.49 / 6.45 eV.

=====

Q: Which of these has the highest total charge?
A: C26H20BBrN11OSSeW